This record from OMol25 describes C5H12N4O11P2Ta as an isolated structure at a distorted geometry. The level of theory is the ωB97M-V functional and the def2-TZVPD basis.

Cartesian coordinates (Å):
N1 0.498 -1.512 -0.352
H1 -3.453 -2.449 -1.015
O1 -1.266 3.794 -0.753
N2 -1.492 0.071 0.045
N3 2.026 -1.056 2.622
O2 0.001 -0.031 2.321
C1 -0.998 -3.451 -1.102
P1 1.666 1.916 -1.543
O3 2.540 1.605 -0.320
C2 -0.762 -2.064 -0.597
C3 -1.855 -1.115 -0.409
H2 -3.719 -1.275 0.398
H3 0.028 5.316 1.049
H4 2.309 -2.037 -0.203
H5 3.439 -0.220 1.524
O4 2.484 1.855 -2.883
H6 -2.132 1.914 -0.304
O5 0.500 0.909 -1.489
C4 0.727 -0.868 3.043
H7 -1.914 -3.875 -0.658
O6 0.298 -1.509 3.985
H8 2.561 2.638 -3.503
H9 2.626 -1.668 3.200
Ta1 0.708 0.446 0.538
N4 2.414 -0.218 1.591
H10 -3.784 -0.617 -1.130
C5 -3.306 -1.422 -0.572
O7 0.743 4.769 0.626
O8 1.511 -2.501 -0.364
P2 0.051 3.600 -0.147
O9 -2.579 1.058 0.006
H11 -0.172 -4.166 -0.840
O10 0.244 2.332 0.754
O11 1.149 3.394 -1.338
H12 -1.089 -3.563 -2.178

Total charge: +1
Orbital gap (spin up / spin down) (eV): 6.056 / 6.059
Highest occupied orbital energy (spin up / spin down) (eV): -11.786 / -11.789
Calculated total energy (eV): -53992.60076

Löwdin atomic charge list, values in e, 4 entries: N -0.0901; H 0.1113; O -0.2079; N -0.0427

---

This record from OMol25 describes a 2-piece molecular cluster, C10H15NO overall at a distorted geometry. The level of theory is the ωB97M-V functional and the def2-TZVPD basis.

Cartesian coordinates (Å):
H1 0.039 0.777 3.795
H2 0.574 2.350 -1.711
C1 -0.030 -1.267 -1.899
C2 -1.234 0.969 0.731
C3 -0.504 1.414 1.832
H3 -1.936 0.145 0.826
C4 0.842 2.790 0.387
H4 2.333 -3.255 -0.347
C5 0.200 2.247 -0.709
H5 2.520 -1.997 -1.473
O1 0.551 -0.324 -2.391
H6 -1.249 1.878 3.731
H7 -0.275 -2.891 -0.583
C6 -0.931 1.472 -0.532
H8 1.741 -3.425 -2.086
H9 0.595 -1.702 0.170
N1 -1.271 -1.612 -2.367
H10 1.712 3.416 0.301
H11 -1.693 -2.502 -2.169
C7 -0.878 0.979 3.242
H12 1.075 2.768 2.488
H13 -1.872 -0.926 -2.790
H14 -1.498 1.102 -1.382
C8 1.834 -2.796 -1.196
C9 0.530 2.315 1.673
C10 0.500 -2.167 -0.814
H15 -1.674 0.243 3.273

Orbital gap (eV): 9.483
Highest occupied orbital energy (eV): -8.682
Calculated total energy (eV): -14150.96507

Löwdin atomic charge list, values in e, 4 entries: H 0.0755; H 0.0996; C -0.5609; C -0.0560

---

This record from OMol25 describes a 8-piece molecular cluster, C31H27B3N4O25 overall at a distorted geometry. The level of theory is the ωB97M-V functional and the def2-TZVPD basis.

Cartesian coordinates (Å):
C1 -2.471 -0.221 -1.399
H1 1.715 0.949 3.640
H2 0.744 3.301 1.168
C2 -3.569 2.393 2.008
O1 -4.243 -4.069 -1.714
H3 2.296 5.050 -2.292
N1 0.558 0.110 0.310
C3 4.589 3.670 -5.593
C4 3.796 1.798 1.260
H4 5.913 2.102 1.381
O2 1.856 -0.857 -4.251
H5 -2.494 1.479 -4.787
N2 2.630 1.476 1.824
O3 -1.523 -5.532 3.687
O4 -0.235 -2.390 -0.751
C5 -4.485 -5.992 -0.454
O5 -6.337 -4.887 -1.583
C6 -2.760 -5.081 5.583
C7 -0.935 -4.172 -2.324
H6 -2.452 -0.666 -0.413
C8 1.455 4.894 -1.616
O6 3.634 3.042 -4.945
H7 -1.571 -0.460 3.535
C9 0.497 3.902 0.293
C10 4.976 1.660 3.293
H8 -0.064 3.740 -2.711
O7 -5.050 -6.937 -0.008
C11 -1.333 0.852 -3.074
C12 -1.037 -3.195 -1.139
H9 0.244 0.290 -0.664
B1 -2.916 -4.533 -1.222
O8 -3.510 -5.286 6.486
C13 -2.483 1.034 -3.798
C14 -5.175 -4.897 -1.289
H10 -0.369 1.093 -3.503
O9 -3.176 -5.712 -0.402
O10 0.302 3.004 -0.791
N3 -1.699 0.868 1.947
C15 -3.258 0.825 3.783
O11 0.598 -1.930 2.399
C16 1.152 -3.618 4.105
C17 2.637 1.225 3.143
B2 4.121 1.735 -4.468
C18 -4.025 1.823 3.185
O12 3.910 1.615 -3.016
O13 -0.076 -4.176 -3.157
O14 -1.911 -4.082 5.461
C19 1.761 4.661 -0.143
H11 -4.900 2.193 3.704
C20 -3.692 0.579 -3.297
N4 -1.317 0.241 -1.872
H12 -4.652 -0.380 -1.695
O15 0.403 -4.485 4.743
H13 1.439 2.904 -2.504
O16 2.327 -3.432 4.240
H14 -4.079 3.211 1.520
C21 5.010 1.890 1.934
C22 -2.114 0.383 3.128
H15 -0.350 4.572 0.468
O17 5.527 1.660 -4.926
O18 -2.177 -3.467 -0.532
H16 -1.947 2.419 0.622
O19 6.853 2.951 -6.179
C23 3.777 1.312 3.916
O20 -0.996 -3.153 3.381
H17 -4.654 0.792 -3.746
C24 0.755 3.592 -1.997
H18 1.489 0.484 0.526
H19 1.962 5.550 0.459
H20 5.841 1.726 3.942
C25 -3.687 -0.097 -2.095
C26 -2.534 -6.024 4.381
O21 4.536 4.743 -6.126
C27 5.817 2.749 -5.606
O22 2.560 0.398 -1.695
O23 -3.109 -7.046 4.176
O24 3.324 0.645 -5.046
B3 -1.012 -4.326 4.320
H21 -0.196 0.429 0.948
O25 -2.044 -4.869 -2.377
H22 3.867 1.114 4.975
H23 3.782 1.875 0.178
C28 -2.387 1.915 1.478
H24 -3.572 0.325 4.687
H25 0.600 -0.912 0.425
C29 3.057 0.635 -2.764
C30 0.242 -2.783 3.165
C31 2.632 0.040 -4.101
H26 2.631 4.013 -0.031
H27 0.763 5.735 -1.708

Total charge: -2
Orbital gap (eV): 8.934
Highest occupied orbital energy (eV): -5.572
Calculated total energy (eV): -91783.48005

Löwdin atomic charge list, values in e, 4 entries: C -0.1264; H 0.1076; H 0.1009; C -0.0683

---

This record from OMol25 describes C23H34AsGeN2O3STi as an isolated structure. The level of theory is the ωB97M-V functional and the def2-TZVPD basis.

Cartesian coordinates (Å):
H1 -4.604 1.576 -1.899
H2 -1.314 4.549 0.542
As1 0.217 -0.002 2.852
H3 0.782 2.382 3.300
H4 1.914 -1.758 3.506
Ti1 -0.442 -0.653 0.308
H5 -1.782 1.398 3.457
C1 -1.674 -4.141 0.256
H6 2.011 -1.040 -1.316
O1 -0.509 -2.210 -1.086
C2 -1.673 0.425 -2.326
H7 -1.540 1.504 -2.255
H8 -4.530 -2.237 -0.976
H9 -0.686 -0.044 -2.354
C3 2.396 1.334 4.257
H10 0.263 -2.265 3.885
C4 -4.335 1.253 -0.891
C5 1.282 1.888 -0.365
H11 4.817 0.679 7.209
H12 3.195 4.621 -1.091
C6 4.140 0.862 6.386
C7 1.434 1.524 3.121
C8 2.044 1.698 5.554
H13 4.822 2.843 -1.636
C9 2.911 1.463 6.612
H14 0.935 5.271 -0.279
H15 -2.119 0.198 -3.298
H16 -4.452 -1.525 -2.590
H17 4.193 0.461 -1.354
C10 3.832 2.595 -1.279
N1 1.817 -0.482 -0.489
H18 2.627 1.758 7.614
C11 1.640 3.241 -0.511
S1 -0.186 -3.290 -0.093
C12 3.476 1.238 -1.120
C13 -2.196 -0.514 0.768
H19 -0.971 0.786 4.923
H20 -3.120 -2.531 -2.016
H21 -1.793 2.116 0.721
Ge1 -3.023 -0.182 -1.014
H22 -1.439 -4.917 0.982
H23 1.967 1.708 2.189
H24 -2.955 -0.599 1.546
H25 -3.959 2.118 -0.346
H26 -2.020 -0.283 3.961
H27 2.331 -0.918 0.274
H28 5.466 0.048 4.908
C14 0.679 4.224 -0.177
C15 2.934 3.576 -0.977
C16 -3.860 -1.792 -1.712
H29 3.932 0.466 3.031
O2 0.801 -4.233 -0.493
H30 1.103 -1.087 4.938
H31 -2.005 -4.593 -0.677
O3 0.162 -2.462 1.114
C17 2.236 0.886 -0.669
C18 4.503 0.506 5.094
H32 -5.239 0.903 -0.392
C19 -0.548 3.837 0.272
C20 -0.827 2.462 0.378
C21 -1.304 0.535 3.916
H33 -2.412 -3.438 0.636
N2 0.035 1.512 0.076
H34 1.090 2.180 5.738
C22 3.635 0.741 4.038
C23 0.960 -1.431 3.915

Total charge: +1
Orbital gap (eV): 7.242
Highest occupied orbital energy (eV): -10.800
Calculated total energy (eV): -184826.80675

Löwdin atomic charge list, values in e, 4 entries: H 0.0306; H 0.1195; As 1.1744; H 0.0822